(1)
DFT (ωB97M-V/def2-TZVPD) results for C22H60F6KN5O28S6 as an isolated structure at a distorted geometry.

```
! RIJCOSX wB97M-V def2-TZVPD def2/J DEFGRID3
* xyz 0 1
K -23.859 -6.478 0.016
C -22.876 -7.640 -3.421
F -22.975 -6.718 -4.299
F -23.992 -7.917 -2.755
F -22.730 -8.795 -4.035
S -21.359 -7.330 -2.315
O -21.574 -8.269 -1.243
O -20.241 -7.584 -3.225
N -21.678 -5.726 -1.841
S -20.367 -5.208 -1.303
O -20.158 -5.772 0.007
O -19.269 -5.295 -2.178
C -20.859 -3.308 -1.174
F -21.576 -2.892 -2.294
F -21.624 -3.135 -0.133
F -19.842 -2.449 -1.140
C -19.025 -2.948 -4.417
O -19.334 -1.677 -4.978
H -18.810 -2.867 -3.352
H -19.883 -3.589 -4.619
H -18.198 -3.502 -4.862
H -18.548 -1.165 -5.184
C -20.416 -9.609 2.036
O -20.576 -9.599 3.367
H -21.294 -9.563 1.392
H -19.701 -8.865 1.684
H -19.988 -10.550 1.691
H -20.789 -8.710 3.660
C -24.182 -3.166 -3.170
O -24.071 -4.137 -2.170
H -24.983 -3.455 -3.850
H -24.053 -2.164 -2.759
H -23.438 -3.439 -3.918
H -23.360 -4.752 -2.362
C -22.297 -5.051 2.761
O -23.400 -4.571 2.085
H -21.438 -4.823 2.131
H -22.117 -4.517 3.694
H -22.325 -6.135 2.879
H -23.712 -3.781 2.531
O -12.703 -12.035 -2.467
S -13.775 -11.526 -3.286
O -14.415 -12.490 -4.211
O -14.831 -10.699 -2.358
C -16.122 -10.260 -2.827
C -16.722 -9.102 -2.049
C -13.203 -10.155 -4.186
H -16.806 -11.073 -2.584
H -16.091 -9.970 -3.878
H -17.678 -8.759 -2.446
H -15.941 -8.343 -2.006
H -16.848 -9.448 -1.024
H -12.938 -9.257 -3.628
H -13.953 -9.810 -4.897
H -12.312 -10.466 -4.732
O -14.493 -5.180 -5.325
S -14.661 -6.011 -4.123
O -14.424 -7.461 -4.155
O -13.878 -5.270 -2.797
C -12.487 -5.032 -2.993
C -12.007 -4.252 -1.808
C -16.407 -5.728 -3.611
H -12.343 -4.467 -3.914
H -12.019 -6.009 -3.112
H -12.590 -3.335 -1.721
H -10.997 -3.869 -1.954
H -11.918 -4.924 -0.955
H -16.516 -6.076 -2.583
H -16.877 -6.289 -4.418
H -16.440 -4.641 -3.683
O -25.662 -3.787 -6.063
S -25.045 -4.873 -6.803
O -25.130 -6.278 -6.295
O -25.525 -4.921 -8.352
C -25.650 -3.725 -9.113
C -27.131 -3.362 -9.102
C -23.272 -4.646 -7.209
H -25.336 -3.984 -10.124
H -25.088 -2.832 -8.839
H -27.476 -2.880 -8.188
H -27.841 -4.136 -9.395
H -27.271 -2.573 -9.841
H -23.082 -5.242 -8.102
H -22.595 -4.852 -6.380
H -23.182 -3.590 -7.467
O -25.433 -8.984 -0.523
S -25.647 -10.443 -0.699
O -26.448 -11.244 0.230
O -26.152 -10.647 -2.251
C -26.504 -11.993 -2.624
C -27.031 -11.734 -4.039
C -23.989 -11.202 -0.894
H -27.173 -12.457 -1.900
H -25.617 -12.624 -2.686
H -27.310 -12.624 -4.603
H -26.467 -11.040 -4.661
H -28.006 -11.286 -3.844
H -23.403 -10.962 -0.007
H -23.447 -10.887 -1.786
H -24.284 -12.251 -0.899
C -16.944 -0.909 -1.065
N -16.708 -2.367 -1.169
O -17.120 -3.048 -0.263
O -16.223 -2.853 -2.200
H -16.934 -0.470 -2.063
H -16.223 -0.545 -0.333
H -17.873 -0.766 -0.513
C -24.234 -9.119 -6.994
N -23.393 -10.366 -7.197
O -22.400 -10.478 -6.540
O -23.668 -11.040 -8.140
H -23.593 -8.248 -7.134
H -24.439 -9.091 -5.924
H -25.090 -9.136 -7.668
C -26.810 -7.611 -3.544
N -28.310 -7.487 -3.365
O -28.783 -8.025 -2.377
O -28.957 -6.818 -4.238
H -26.567 -7.733 -4.600
H -26.367 -8.376 -2.906
H -26.515 -6.625 -3.185
C -17.458 -6.140 1.743
N -17.971 -6.980 2.870
O -17.166 -7.654 3.539
O -19.211 -6.874 3.106
H -16.680 -5.581 2.263
H -18.186 -5.465 1.292
H -17.114 -6.846 0.986
*
```

LUMO energy: -0.3 eV
strongest force on any atom: 5.11 eV/A
HOMO-LUMO gap: 9.783 eV
total energy: -186190.6599 eV

Atom charges from the Mulliken analysis, given in e for atoms 1 to 8:
1 K 0.935
2 C 0.336
3 F -0.087
4 F 0.002
5 F -0.199
6 S 0.720
7 O -0.542
8 O -0.587


(2)
DFT (ωB97M-V/def2-TZVPD) results for a 7-piece molecular cluster, C22H60N2O12 overall at a distorted geometry.

```
! RIJCOSX wB97M-V def2-TZVPD def2/J DEFGRID3
* xyz 0 1
C 1.620 -5.643 -4.164
O 0.528 -4.775 -4.297
C 0.774 -3.379 -4.492
C -0.506 -2.688 -4.067
N -0.274 -1.288 -4.188
C 0.424 -0.718 -3.007
C 1.764 -0.256 -3.534
O 2.535 0.294 -2.710
C 3.130 -0.543 -1.639
H 2.485 -5.054 -3.883
H 1.806 -5.898 -5.223
H 1.528 -6.493 -3.461
H 1.056 -3.161 -5.588
H 1.630 -3.247 -3.811
H -0.862 -3.026 -3.051
H -1.260 -3.068 -4.757
H 0.233 -0.996 -5.046
H 0.429 -1.551 -2.230
H -0.049 0.192 -2.666
H 1.558 0.422 -4.347
H 2.131 -1.124 -3.958
H 2.467 -1.209 -1.170
H 3.480 0.076 -0.826
H 4.081 -1.054 -1.986
C 4.132 0.586 5.754
O 3.566 0.982 4.508
C 2.117 0.901 4.531
C 1.659 1.014 3.166
N 0.228 0.679 2.983
C -0.711 1.524 3.648
C -2.083 1.424 3.066
O -3.115 1.873 3.625
C -3.231 3.312 3.704
H 3.871 -0.546 5.821
H 3.756 1.137 6.630
H 5.168 0.705 5.507
H 1.643 1.616 5.105
H 1.833 -0.021 4.991
H 2.292 0.396 2.515
H 1.883 2.043 2.911
H 0.064 -0.263 3.413
H -0.359 2.564 3.547
H -0.761 1.183 4.618
H -2.297 0.411 2.935
H -2.029 1.724 2.026
H -2.720 3.621 4.613
H -4.277 3.492 3.874
H -2.882 3.949 2.921
O 3.805 -2.308 1.099
C 2.789 -2.629 2.027
C 3.153 -2.872 3.405
O 2.247 -3.757 4.061
H 4.274 -1.555 1.441
H 1.966 -1.962 1.913
H 2.393 -3.563 1.724
H 3.320 -1.998 4.017
H 4.086 -3.371 3.404
H 2.819 -4.065 4.782
O -2.775 0.338 -4.167
C -2.580 1.431 -3.316
C -1.733 2.476 -3.789
O -2.031 2.486 -5.159
H -1.956 -0.178 -4.126
H -3.580 1.863 -3.086
H -2.234 1.058 -2.398
H -0.666 2.258 -3.828
H -1.906 3.398 -3.307
H -2.466 1.647 -5.317
O -1.882 -3.520 0.276
C -1.655 -2.192 -0.224
C -2.475 -1.128 0.334
O -2.051 0.108 -0.120
H -1.658 -3.396 1.213
H -0.657 -1.897 -0.031
H -1.632 -2.383 -1.288
H -2.422 -1.019 1.419
H -3.488 -1.354 0.169
H -1.054 0.177 -0.037
C -4.419 3.791 -1.036
C -3.241 3.419 -0.412
O -3.772 2.488 0.517
H -4.243 4.600 -1.840
H -5.193 4.031 -0.380
H -4.796 2.961 -1.543
H -2.909 4.261 0.116
H -2.528 2.868 -1.086
H -3.236 1.671 0.511
C 0.162 2.721 0.125
C 1.165 1.711 -0.029
O 0.818 0.383 0.289
H 0.070 3.006 1.173
H -0.773 2.262 -0.074
H 0.156 3.689 -0.409
H 2.088 2.019 0.469
H 1.588 1.611 -0.995
H 0.674 0.330 1.246
*
```

LUMO energy: 0.2 eV
energy above the lowest of the compared OMol25 structures with the same formula, charge and spin: 226.51 kJ/mol
strongest force on any atom: 9.15 eV/A
HOMO-LUMO gap: 9.049 eV
SMILES string: COCCNCCOC.COCCNCCOC.OCCO.OCCO.OCCO.CCO.CCO
total energy: -51326.7941 eV

Atom charges from the Mulliken analysis, given in e for atoms 1 to 8:
1 C -0.714
2 O -0.347
3 C -0.172
4 C -0.618
5 N -0.086
6 C 1.568
7 C -1.324
8 O -0.353


(3)
DFT (ωB97M-V/def2-TZVPD) results for a 6-piece molecular cluster, C22H61N5O6 overall at a distorted geometry.

```
! RIJCOSX wB97M-V def2-TZVPD def2/J DEFGRID3
* xyz 0 1
C 2.979 -1.636 0.821
O 4.005 -0.892 0.165
C 5.083 -0.487 1.072
C 4.720 0.521 2.146
C 4.220 1.839 1.557
N 5.934 0.819 2.925
H 2.414 -1.096 1.581
H 3.424 -2.462 1.376
H 2.228 -2.011 0.125
H 5.587 -1.339 1.528
H 5.857 -0.133 0.391
H 3.921 0.110 2.764
H 4.924 2.346 0.896
H 3.951 2.498 2.382
H 3.294 1.709 0.996
H 6.655 1.316 2.422
H 5.620 1.611 3.468
C 3.478 1.210 -2.241
O 2.422 2.103 -2.636
C 2.242 3.135 -1.649
C 1.484 4.403 -2.146
C 0.019 4.090 -2.450
N 2.102 4.955 -3.364
H 3.646 0.295 -2.809
H 3.249 0.789 -1.262
H 4.457 1.689 -2.235
H 1.802 2.745 -0.731
H 3.219 3.542 -1.386
H 1.479 5.178 -1.379
H -0.068 3.484 -3.352
H -0.597 4.977 -2.591
H -0.407 3.493 -1.644
H 1.529 5.712 -3.710
H 2.121 4.254 -4.090
C -5.282 2.129 0.759
O -5.515 0.754 1.120
C -4.317 0.049 1.133
C -4.661 -1.504 1.156
C -5.460 -1.977 -0.096
N -5.525 -1.667 2.316
H -4.869 2.232 -0.245
H -4.532 2.705 1.301
H -6.220 2.678 0.830
H -3.657 0.296 0.301
H -3.888 0.314 2.099
H -3.732 -2.048 1.329
H -5.011 -1.707 -1.052
H -6.433 -1.488 -0.081
H -5.608 -3.050 0.026
H -6.397 -1.162 2.244
H -5.061 -1.154 3.052
C 1.523 -2.311 -3.045
O 0.547 -1.322 -3.384
C 0.641 -0.857 -4.722
C -0.477 0.163 -4.927
C -1.843 -0.417 -4.790
N -0.423 0.723 -6.252
H 1.323 -2.635 -2.023
H 2.554 -1.971 -2.951
H 1.439 -3.206 -3.661
H 1.651 -0.519 -4.954
H 0.526 -1.700 -5.403
H -0.349 0.994 -4.233
H -2.001 -0.830 -3.793
H -2.131 -1.122 -5.570
H -2.545 0.393 -4.989
H -0.332 -0.087 -6.849
H -1.338 1.093 -6.463
C -1.306 0.236 4.832
O -1.330 -0.991 4.105
C -0.616 -2.053 4.745
C -0.337 -3.215 3.762
C -1.580 -4.130 3.471
N 0.613 -4.124 4.414
H -0.279 0.596 4.894
H -1.573 0.036 5.870
H -1.911 1.037 4.407
H 0.293 -1.621 5.164
H -1.190 -2.306 5.635
H 0.225 -2.901 2.882
H -2.368 -3.612 2.923
H -2.027 -4.511 4.389
H -1.352 -5.044 2.923
H 1.165 -3.612 5.088
H 0.073 -4.699 5.045
C -0.828 0.088 1.024
C -0.827 0.037 -0.506
O 0.413 -0.358 -0.913
H -0.004 0.739 1.313
H -0.696 -0.879 1.509
H -1.738 0.537 1.423
H -1.067 1.041 -0.856
H -1.701 -0.546 -0.796
H 0.359 -0.300 -1.870
*
```

LUMO energy: 0.6 eV
energy above the lowest of the compared OMol25 structures with the same formula, charge and spin: 168.37 kJ/mol
strongest force on any atom: 3.09 eV/A
HOMO-LUMO gap: 9.515 eV
SMILES string: COC[C@H](C)N.COC[C@H](C)N.COC[C@H](C)N.COC[C@H](C)N.COC[C@H](C)N.CCO
total energy: -43534.0903 eV

Atom charges from the Mulliken analysis, given in e for atoms 1 to 8:
1 C -0.536
2 O -0.233
3 C -1.126
4 C 0.814
5 C -0.955
6 N -0.830
7 H 0.152
8 H 0.506